Density functional theory data (wB97M-V/def2-TZVPD) for C13H32LaOP as an isolated structure at a distorted geometry.

XYZ file:
```
48
Properties=species:S:1:pos:R:3:forces:R:3
C 5.4952 -2.6780 0.8682 -0.112 -0.051 0.006
O 5.6754 -1.2796 0.8922 0.208 -0.068 0.107
C 6.3777 -0.7227 -0.2066 -0.019 0.275 -0.048
C 5.4243 -0.0790 -1.2028 0.047 0.013 0.016
C 4.7094 1.1520 -0.6065 0.079 -0.049 -0.105
C 3.1685 1.1338 -0.6832 0.135 -0.085 0.235
C 2.4900 1.2886 0.6917 -0.213 -0.216 -0.271
C 1.1106 1.9431 0.6214 -0.117 0.097 0.043
C 0.0007 0.9681 0.2229 -0.008 0.203 -0.139
C -1.3756 1.6606 0.1117 0.111 -0.215 0.108
C -2.4969 1.0175 0.9552 0.033 0.189 -0.079
C -3.5508 0.2997 0.1099 -0.095 0.335 -0.133
C -4.7992 0.0094 0.9462 0.425 -0.707 0.393
C -5.8520 -0.9182 0.3123 -0.198 2.679 0.457
P -6.1184 -1.1602 -1.6249 0.231 2.407 -1.523
H 5.6323 -3.0632 1.8801 -0.006 0.041 -0.009
H 6.2203 -3.1713 0.2143 -0.027 0.018 0.013
H 4.4832 -2.9439 0.5392 0.051 0.004 -0.083
H 7.0196 -1.4662 -0.6912 -0.113 -0.080 0.050
H 7.0372 0.0497 0.2018 0.001 -0.048 0.006
H 4.6925 -0.8290 -1.5204 0.060 0.013 -0.047
H 6.0020 0.2087 -2.0860 -0.080 -0.076 -0.019
H 5.0155 1.2454 0.4387 -0.076 -0.010 -0.026
H 5.0851 2.0436 -1.1133 -0.035 0.016 0.095
H 2.8112 1.9239 -1.3501 0.030 -0.055 -0.019
H 2.8647 0.1754 -1.1142 -0.118 0.140 -0.128
H 3.1416 1.8342 1.3757 -0.057 0.072 -0.065
H 2.3554 0.2814 1.1034 0.198 0.115 0.253
H 0.8420 2.3914 1.5851 0.050 -0.074 0.006
H 1.1196 2.7701 -0.0986 0.073 -0.022 0.049
H -0.0370 0.1718 0.9746 0.011 -0.053 -0.110
H 0.2602 0.5157 -0.7385 0.016 -0.136 0.115
H -1.2648 2.6999 0.4270 -0.026 -0.024 -0.065
H -1.6865 1.6808 -0.9367 -0.004 0.128 0.054
H -3.0017 1.8033 1.5277 -0.029 -0.088 0.017
H -2.0584 0.3266 1.6832 -0.089 0.019 0.011
H -3.1425 -0.6092 -0.3453 0.001 0.008 0.076
H -3.8277 0.9684 -0.7104 -0.033 -0.139 -0.031
H -5.2950 0.9271 1.2712 0.049 0.011 -0.164
H -4.4306 -0.4467 1.8908 -0.094 0.147 0.049
H -6.8754 -0.5952 0.6914 0.213 -0.768 0.069
H -5.7149 -1.9177 0.6550 3.807 3.887 -4.111
H -6.6078 -2.8097 -0.8321 -0.295 -1.266 1.857
H -4.7895 -1.6758 -1.6724 -0.162 -0.480 0.359
H -5.7685 0.1871 -1.9044 0.093 -0.139 -0.164
H -7.4816 -0.8151 -1.3712 -0.123 -0.620 0.206
H -6.3981 -1.4994 -2.9752 -0.002 -0.387 0.057
La -6.4612 -2.9971 1.5932 -3.791 -4.965 2.632
```
Forces are in eV/Å.

The calculation puts the LUMO energy at -10.3 eV. The strongest force on any atom is 0.13262 hartree/bohr. The net charge is +2. As for the molecular weight: 374.278 g/mol.

Here are the Löwdin charges for atoms 1 to 8, given in e: -0.112, -0.192, -0.240, -0.173, -0.186, -0.196, -0.205, -0.226